75
Properties=species:S:1:pos:R:3 method="wB97M-V/def2-TZVPD" s_squared=6.0573 charge=+2 e_tot_ev=-90779.000 multiplicity=5 orbital_gap_ha="0.260 / 0.146"
Co -0.325 -0.309 -0.006
C 4.274 -2.273 5.579
C 4.043 -3.479 4.670
C 5.363 -4.128 4.299
C 5.164 -5.239 3.282
C 4.532 -4.657 2.058
C 4.797 -5.148 0.801
C 4.184 -4.576 -0.307
F 4.453 -5.054 -1.496
C 3.276 -3.523 -0.199
C 2.978 -3.031 1.050
C 1.952 -1.982 1.189
O 1.495 -1.427 0.188
C 1.550 -1.681 2.544
C 2.257 -2.211 3.578
N 3.298 -3.072 3.429
C 3.616 -3.570 2.197
C 0.366 -0.781 2.888
O 0.289 -0.378 4.029
O -0.439 -0.568 1.919
H 5.002 -2.556 6.338
H 3.377 -1.942 6.098
H 4.691 -1.436 5.015
H 3.407 -4.209 5.179
H 5.824 -4.510 5.208
H 6.033 -3.368 3.884
H 4.509 -6.018 3.688
H 6.110 -5.716 3.030
H 5.478 -5.978 0.663
H 2.791 -3.103 -1.071
H 1.984 -1.919 4.582
C 0.917 2.239 1.712
O 0.039 1.831 0.663
C -1.071 2.709 0.461
C -2.334 1.895 0.471
O -2.173 0.871 -0.518
C -3.417 0.362 -1.001
H 1.296 3.243 1.514
H 1.753 1.542 1.723
H 0.412 2.216 2.678
H -0.947 3.193 -0.510
H -1.112 3.465 1.245
H -3.185 2.532 0.224
H -2.498 1.434 1.449
H -3.968 1.152 -1.511
H -4.027 -0.030 -0.183
H -3.198 -0.433 -1.709
C -0.198 3.052 -5.576
N 0.363 2.521 -4.340
N 0.053 1.272 -3.849
C 0.484 1.194 -2.542
O 0.313 0.150 -1.845
C 1.102 2.428 -2.258
C 0.980 3.221 -3.376
C 1.362 4.646 -3.567
C -0.325 0.188 -4.693
C 0.235 0.055 -5.958
C -0.146 -1.004 -6.768
C -1.065 -1.940 -6.316
C -1.590 -1.821 -5.038
C -1.227 -0.759 -4.225
H -1.043 2.445 -5.886
H 0.539 3.070 -6.378
H -0.542 4.068 -5.400
H 1.586 2.677 -1.330
H 1.952 4.983 -2.718
H 0.474 5.279 -3.631
H 1.941 4.791 -4.480
H 0.988 0.749 -6.307
H 0.292 -1.106 -7.752
H -1.363 -2.761 -6.954
H -2.297 -2.556 -4.674
H -1.625 -0.655 -3.228
O -1.096 -3.186 -0.182
C -1.130 -2.095 -0.425